<w>
{
  "formula": "C8H12S",
  "method": "ωB97M-V/def2-TZVPD",
  "species": ["C", "C", "C", "C", "C", "C", "C", "C", "S", "H", "H", "H", "H", "H", "H", "H", "H", "H", "H", "H", "H"],
  "xyz": [[-1.461, -1.404, 0.393], [-0.471, -0.525, 0.661], [0.807, -0.896, 0.322], [-2.726, -1.040, 0.025], [1.935, -0.108, 0.298], [2.071, 1.264, 0.823], [3.197, -0.836, -0.088], [-4.841, 0.454, -0.854], [-3.641, 0.206, 0.547], [-1.148, -2.364, 0.215], [-0.646, 0.473, 0.664], [1.123, -1.869, -0.032], [1.122, 1.883, 1.121], [2.730, 1.818, 0.200], [2.558, 1.206, 1.789], [3.939, -0.147, 0.001], [3.318, -1.198, -1.215], [3.239, -1.696, 0.562], [-5.875, 0.358, -0.486], [-4.633, -0.185, -1.614], [-4.704, 1.506, -1.134]],
  "nbo_charge": [-0.300, -0.175, -0.248, -0.308, 0.076, -0.663, -0.645, -0.712, 0.390, 0.204, 0.197, 0.198, 0.223, 0.218, 0.227, 0.207, 0.219, 0.228, 0.217, 0.231, 0.215],
  "lumo_energy_ha": [-0.011, -0.009],
  "orbital_gap_ev": [6.72, 6.59]
}

<x>
{
  "formula": "C8H12S",
  "method": "ωB97M-V/def2-TZVPD",
  "species": ["C", "C", "C", "C", "C", "C", "C", "C", "S", "H", "H", "H", "H", "H", "H", "H", "H", "H", "H", "H", "H"],
  "xyz": [[1.205, -1.164, -0.554], [1.036, 0.015, -0.071], [-0.188, -1.506, -0.204], [0.458, 1.308, 0.338], [-1.091, -1.679, -1.407], [-0.329, -2.612, 0.838], [0.098, 2.220, -0.837], [1.172, 2.116, 1.385], [-1.055, 0.407, 0.767], [-2.212, -1.830, -1.064], [-0.887, -2.496, -2.110], [-1.066, -0.794, -2.100], [0.168, -3.558, 0.461], [-1.414, -2.751, 0.980], [0.233, -2.227, 1.794], [-0.790, 3.000, -0.515], [-0.136, 1.637, -1.711], [0.882, 3.011, -1.061], [0.498, 2.968, 1.720], [2.212, 2.445, 1.060], [1.207, 1.490, 2.293]],
  "nbo_charge": [-0.211, 0.146, 0.160, -0.283, -0.677, -0.662, -0.599, -0.612, 0.006, 0.218, 0.241, 0.233, 0.240, 0.219, 0.241, 0.221, 0.223, 0.211, 0.228, 0.229, 0.229],
  "lumo_energy_ha": 0.012,
  "orbital_gap_ev": 9.03
}

Most stable: <w>. Least stable: <x>.

<w>
{
  "formula": "CH6NOS",
  "method": "ωB97M-V/def2-TZVPD",
  "species": ["S", "H", "N", "C", "O", "H", "H", "H", "H", "H"],
  "xyz": [[0.509, 0.415, -2.615], [-0.086, 0.453, -3.820], [0.118, -0.475, 1.937], [0.286, 0.016, 0.587], [-0.957, 0.209, -0.054], [-0.461, 0.174, 2.458], [-0.396, -1.349, 1.916], [0.842, 0.959, 0.628], [0.875, -0.715, 0.019], [-0.732, 0.314, -1.056]],
  "nbo_charge": [-0.981, 0.098, -0.852, 0.089, -0.829, 0.341, 0.344, 0.137, 0.161, 0.492],
  "lumo_energy_ha": 0.160,
  "orbital_gap_ev": 7.45,
  "total_charge": -1
}

<x>
{
  "formula": "CH6NOS",
  "method": "ωB97M-V/def2-TZVPD",
  "species": ["S", "H", "N", "C", "O", "H", "H", "H", "H", "H"],
  "xyz": [[-0.441, -0.234, 2.018], [0.869, -0.546, 2.109], [1.408, -0.079, -1.610], [0.136, 0.615, -1.433], [-0.909, -0.182, -0.982], [1.514, -0.739, -0.856], [2.180, 0.572, -1.506], [-0.265, 1.063, -2.354], [0.360, 1.514, -0.817], [-0.713, -0.309, 0.018]],
  "nbo_charge": [-0.961, 0.090, -0.877, 0.109, -0.785, 0.365, 0.337, 0.125, 0.116, 0.482],
  "lumo_energy_ha": 0.157,
  "orbital_gap_ev": 7.46,
  "total_charge": -1
}

Most stable: <w>. Least stable: <x>.

<w>
{
  "formula": "C11H33N11O22",
  "method": "ωB97M-V/def2-TZVPD",
  "species": ["C", "N", "O", "O", "H", "H", "H", "C", "N", "O", "O", "H", "H", "H", "C", "N", "O", "O", "H", "H", "H", "C", "N", "O", "O", "H", "H", "H", "C", "N", "O", "O", "H", "H", "H", "C", "N", "O", "O", "H", "H", "H", "C", "N", "O", "O", "H", "H", "H", "C", "N", "O", "O", "H", "H", "H", "C", "N", "O", "O", "H", "H", "H", "C", "N", "O", "O", "H", "H", "H", "C", "N", "O", "O", "H", "H", "H"],
  "xyz": [[-4.360, 1.053, -2.271], [-3.888, 0.458, -3.543], [-3.332, 1.206, -4.320], [-4.046, -0.732, -3.706], [-5.073, 0.408, -1.773], [-4.764, 2.032, -2.498], [-3.483, 1.136, -1.628], [3.247, 4.022, -1.029], [3.600, 2.585, -0.863], [2.861, 1.903, -0.191], [4.591, 2.176, -1.426], [4.166, 4.577, -1.154], [2.694, 4.321, -0.144], [2.592, 4.085, -1.895], [4.867, -1.064, -1.284], [4.916, -1.861, -2.535], [5.515, -1.404, -3.491], [4.256, -2.877, -2.550], [3.824, -0.832, -1.098], [5.477, -0.184, -1.434], [5.250, -1.671, -0.468], [0.626, -0.221, -0.287], [-0.737, -0.091, 0.288], [-0.838, 0.258, 1.445], [-1.683, -0.273, -0.458], [0.556, -0.888, -1.137], [1.340, -0.493, 0.478], [0.851, 0.792, -0.622], [-2.607, 3.264, 1.015], [-1.252, 3.819, 0.791], [-0.982, 4.868, 1.343], [-0.498, 3.204, 0.059], [-2.667, 2.242, 0.665], [-3.277, 3.891, 0.428], [-2.855, 3.362, 2.065], [-1.190, -3.664, 1.967], [-2.545, -3.538, 2.566], [-2.794, -4.248, 3.507], [-3.334, -2.751, 2.063], [-1.130, -4.639, 1.496], [-0.466, -3.567, 2.771], [-1.067, -2.866, 1.245], [1.373, 2.731, 2.561], [2.764, 2.257, 2.810], [2.918, 1.095, 3.142], [3.663, 3.047, 2.636], [0.788, 1.897, 2.195], [1.472, 3.541, 1.849], [1.003, 3.150, 3.494], [-3.479, -2.775, -1.106], [-3.832, -4.228, -1.084], [-3.301, -4.917, -0.230], [-4.597, -4.644, -1.921], [-4.004, -2.329, -1.942], [-2.406, -2.744, -1.269], [-3.728, -2.315, -0.159], [3.778, -2.040, 2.601], [2.370, -2.466, 2.888], [1.505, -1.846, 2.298], [2.169, -3.354, 3.682], [3.859, -2.033, 1.520], [4.463, -2.738, 3.065], [3.875, -1.054, 3.045], [2.663, 0.816, -4.410], [2.343, -0.551, -3.930], [1.917, -0.652, -2.788], [2.581, -1.470, -4.669], [2.148, 0.960, -5.353], [3.742, 0.866, -4.538], [2.360, 1.530, -3.655], [-3.894, 0.322, 2.826], [-5.043, 0.379, 1.894], [-4.920, 1.145, 0.948], [-5.996, -0.333, 2.088], [-3.096, -0.187, 2.296], [-4.183, -0.200, 3.732], [-3.638, 1.340, 3.098]],
  "mulliken_charge": [-0.542, 0.972, -0.576, -0.553, 0.280, 0.386, -0.002, -0.719, 0.813, -0.261, -0.521, 0.328, 0.161, 0.266, -0.377, 0.927, -0.559, -0.513, -0.043, 0.273, 0.285, -1.057, 1.093, -0.562, -0.423, 0.602, 0.126, 0.358, -0.556, 0.845, -0.555, -0.404, 0.019, 0.331, 0.299, -0.733, 0.992, -0.593, -0.501, 0.333, 0.434, 0.026, -0.448, 0.998, -0.588, -0.568, -0.005, 0.117, 0.413, -0.265, 0.980, -0.588, -0.587, 0.322, 0.156, 0.013, -0.676, 0.895, -0.439, -0.551, 0.173, 0.318, 0.292, -0.724, 0.777, -0.436, -0.466, 0.313, 0.305, 0.159, -0.517, 0.996, -0.557, -0.544, 0.075, 0.340, 0.213],
  "lumo_energy_ha": -0.026,
  "smiles": "C[N+](=O)[O-].C[N+](=O)[O-].C[N+](=O)[O-].C[N+](=O)[O-].C[N+](=O)[O-].C[N+](=O)[O-].C[N+](=O)[O-].C[N+](=O)[O-].C[N+](=O)[O-].C[N+](=O)[O-].C[N+](=O)[O-]",
  "orbital_gap_ev": 10.06
}

<x>
{
  "formula": "C11H33N11O22",
  "method": "ωB97M-V/def2-TZVPD",
  "species": ["C", "N", "O", "O", "H", "H", "H", "C", "N", "O", "O", "H", "H", "H", "C", "N", "O", "O", "H", "H", "H", "C", "N", "O", "O", "H", "H", "H", "C", "N", "O", "O", "H", "H", "H", "C", "N", "O", "O", "H", "H", "H", "C", "N", "O", "O", "H", "H", "H", "C", "N", "O", "O", "H", "H", "H", "C", "N", "O", "O", "H", "H", "H", "C", "N", "O", "O", "H", "H", "H", "C", "N", "O", "O", "H", "H", "H"],
  "xyz": [[1.596, 4.020, -1.311], [1.274, 3.670, -2.682], [2.046, 3.002, -3.337], [0.126, 3.869, -3.082], [2.633, 3.754, -1.109], [1.040, 3.400, -0.607], [1.520, 5.101, -1.195], [3.674, 0.705, -1.728], [3.589, -0.789, -1.901], [3.512, -1.223, -3.044], [3.719, -1.519, -0.849], [3.414, 1.142, -2.692], [4.679, 0.764, -1.309], [2.956, 1.102, -1.011], [-1.652, -4.348, -0.876], [-2.191, -4.179, 0.516], [-2.392, -5.170, 1.170], [-2.305, -3.036, 0.982], [-2.543, -4.504, -1.485], [-0.970, -5.183, -1.035], [-1.107, -3.436, -1.121], [3.058, -4.044, 1.104], [1.713, -3.353, 0.881], [1.085, -3.547, -0.135], [1.440, -2.613, 1.768], [3.763, -3.280, 1.432], [3.427, -4.430, 0.154], [2.771, -4.859, 1.767], [-2.346, -4.077, -4.429], [-1.789, -2.748, -4.148], [-2.238, -1.803, -4.810], [-0.956, -2.632, -3.290], [-3.400, -3.807, -4.492], [-2.056, -4.653, -3.551], [-1.846, -4.594, -5.248], [-0.860, -2.437, 4.652], [-1.140, -0.921, 4.477], [-0.561, -0.415, 3.516], [-1.794, -0.308, 5.307], [0.044, -2.741, 4.125], [-1.738, -2.918, 4.220], [-0.791, -2.679, 5.712], [2.315, 0.540, 2.067], [2.858, 1.811, 1.649], [2.248, 2.826, 1.703], [3.972, 1.696, 1.196], [3.136, -0.033, 2.499], [1.961, 0.062, 1.153], [1.507, 0.729, 2.773], [-1.055, 5.028, 1.762], [-2.002, 5.320, 0.681], [-2.055, 6.455, 0.392], [-2.743, 4.471, 0.284], [-0.507, 5.938, 2.006], [-0.387, 4.372, 1.204], [-1.531, 4.518, 2.600], [-2.838, 1.973, 3.080], [-3.115, 2.927, 4.268], [-2.944, 2.392, 5.318], [-3.494, 4.062, 4.028], [-3.274, 2.554, 2.267], [-3.294, 1.011, 3.315], [-1.750, 1.919, 3.036], [-0.950, -0.555, -0.114], [-0.483, 0.859, -0.039], [0.494, 1.121, -0.752], [-1.096, 1.659, 0.661], [-0.660, -0.883, -1.113], [-2.034, -0.483, -0.034], [-0.510, -1.217, 0.631], [0.570, 0.436, -3.970], [-0.820, 0.934, -4.017], [-1.159, 1.552, -5.079], [-1.528, 0.834, -3.024], [1.022, 0.895, -3.090], [1.312, 0.636, -4.743], [0.430, -0.643, -3.906]],
  "mulliken_charge": [-0.465, 0.996, -0.557, -0.522, 0.277, -0.174, 0.392, -0.402, 0.906, -0.548, -0.538, 0.376, 0.344, -0.210, -0.664, 0.967, -0.563, -0.517, 0.353, 0.337, 0.103, -0.918, 0.909, -0.514, -0.442, 0.286, 0.325, 0.359, -0.618, 0.863, -0.512, -0.474, 0.338, 0.111, 0.265, -0.719, 0.814, -0.379, -0.485, 0.157, 0.294, 0.335, -0.144, 1.037, -0.585, -0.593, 0.262, -0.108, 0.135, -0.030, 1.087, -0.616, -0.558, 0.339, -0.184, -0.024, -0.565, 0.936, -0.555, -0.578, 0.369, 0.292, 0.119, -0.721, 0.540, 0.061, -0.470, 0.192, 0.422, 0.156, -0.089, 0.998, -0.585, -0.475, -0.474, 0.331, 0.189],
  "lumo_energy_ha": -0.018,
  "smiles": "C[N+](=O)[O-].C[N+](=O)[O-].C[N+](=O)[O-].C[N+](=O)[O-].C[N+](=O)[O-].C[N+](=O)[O-].C[N+](=O)[O-].C[N+](=O)[O-].C[N+](=O)[O-].C[N+](=O)[O-].C[N+](=O)[O-]",
  "orbital_gap_ev": 9.93
}

Most stable: <w>. Least stable: <x>.

<w>
{
  "formula": "C2H2BrCl3",
  "method": "ωB97M-V/def2-TZVPD",
  "species": ["C", "C", "Cl", "Cl", "Cl", "Br", "H", "H"],
  "xyz": [[0.364, 0.253, -0.113], [0.551, -2.634, -1.006], [1.554, 0.637, -1.196], [1.600, -2.129, -2.281], [1.265, -3.784, 0.068], [-1.214, -3.084, -1.592], [0.639, -0.037, 0.881], [-0.661, 0.353, -0.404]],
  "nbo_charge": [-0.411, -0.284, 0.076, 0.068, 0.057, 0.102, 0.196, 0.196],
  "lumo_energy_ha": [-0.040, -0.003],
  "orbital_gap_ev": [7.22, 8.76]
}

<x>
{
  "formula": "C2H2BrCl3",
  "method": "ωB97M-V/def2-TZVPD",
  "species": ["C", "C", "Cl", "Cl", "Cl", "Br", "H", "H"],
  "xyz": [[-0.682, -0.389, -0.412], [1.923, -0.098, -3.428], [-0.100, -0.009, -1.851], [2.337, -1.743, -3.137], [0.764, 0.196, -4.648], [3.324, 1.043, -3.344], [-0.243, 0.255, 0.334], [-1.212, -1.252, -0.310]],
  "nbo_charge": [-0.455, -0.352, 0.133, 0.049, 0.068, 0.177, 0.192, 0.188],
  "lumo_energy_ha": [0.003, -0.027],
  "orbital_gap_ev": [8.42, 7.38]
}

Most stable: <w>. Least stable: <x>.

<w>
{
  "formula": "C3H4O4Tl",
  "method": "ωB97M-V/def2-TZVPD",
  "species": ["C", "C", "O", "C", "O", "O", "O", "Tl", "H", "H", "H", "H"],
  "xyz": [[-1.476, -0.027, -0.111], [-0.510, -0.326, -0.992], [0.496, 0.581, -1.251], [1.774, 0.348, -0.768], [2.632, 1.123, -1.171], [1.919, -0.639, 0.006], [-2.535, -0.840, 0.072], [0.730, -1.901, 0.962], [-1.415, 0.876, 0.501], [-0.559, -1.202, -1.644], [-3.075, -0.537, 0.807], [0.124, -0.905, 2.334]],
  "mulliken_charge": [-0.042, -0.542, -0.342, 0.796, -0.599, -0.538, -0.459, 0.592, 0.405, 0.501, 0.352, -0.125],
  "lumo_energy_ha": [-0.003, -0.090],
  "orbital_gap_ev": [8.93, 7.18],
  "multiplicity": 2
}

<x>
{
  "formula": "C3H4O4Tl",
  "method": "ωB97M-V/def2-TZVPD",
  "species": ["C", "C", "O", "C", "O", "O", "O", "Tl", "H", "H", "H", "H"],
  "xyz": [[0.970, 1.520, 0.534], [0.144, 0.269, 0.394], [0.144, -0.123, -0.965], [-0.545, -1.234, -1.300], [-0.473, -1.583, -2.503], [-1.181, -1.865, -0.427], [1.121, 2.080, 1.617], [-1.784, -3.250, -2.070], [1.593, 1.804, -0.338], [-0.879, 0.467, 0.752], [0.575, -0.521, 1.030], [0.316, 2.437, 3.277]],
  "nbo_charge": [0.427, -0.186, -0.505, 0.963, -0.792, -0.802, -0.517, 0.842, 0.137, 0.224, 0.226, -0.019],
  "lumo_energy_ha": [-0.007, -0.007],
  "orbital_gap_ev": [8.65, 9.60],
  "multiplicity": 2
}

Most stable: <x>. Least stable: <w>.